An isolated molecule of C4H6N2O in a non-equilibrium geometry. Source: OMol25; level of theory: wB97M-V/def2-TZVPD.

The relative energy (zero: lowest compared OMol25 entry of this formula, charge and spin) is 2.690 eV. Its total charge is 0. As for the SMILES: Cc1cc(O)n[nH]1. The HOMO-LUMO gap is 9.6 eV. For the LUMO energy, the calculation gives 0.672 eV. The HOMO energy is -0.3299 Eh. The value obtained for the total energy is -340.69605 Eh.

CARTESIAN COORDINATES (ANGSTROEM)
O  2.6917  -0.6194  -0.3835
N  1.2644  0.2460  1.1587
N  -0.0640  0.7358  1.1646
C  -1.9435  -0.2991  -0.0849
C  0.4188  0.1330  -0.9794
C  1.5261  -0.0481  -0.0726
C  -0.5921  0.3334  -0.0999
H  3.1113  -0.7251  0.4879
H  0.0929  1.7532  1.0878
H  -1.8020  -1.3561  -0.3582
H  -2.6374  0.1519  -0.7837
H  -2.3360  -0.2851  0.9359
H  0.3712  -0.0622  -2.0440

Cartesian forces, eV/Å:
O 0.28 -0.03 0.02
N 1.02 0.71 -0.32
N 0.06 -0.62 0.02
C -0.33 0.29 -0.21
C -0.17 -0.47 0.28
C 0.14 0.22 0.31
C -0.13 0.04 -0.33
H 0.27 -0.05 -0.30
H -0.66 -0.24 0.58
H -0.13 0.36 0.00
H -0.32 -0.01 -0.09
H -0.04 0.21 -0.29
H 0.02 -0.41 0.33

An isolated molecule of C3H4ClF in a non-equilibrium geometry. Source: OMol25; level of theory: wB97M-V/def2-TZVPD.

The relative energy (zero: lowest compared OMol25 entry of this formula, charge and spin) is 2.968 eV. Its total charge is 0. As for the SMILES: FC1(Cl)CC1. The HOMO-LUMO gap is 11.2 eV. For the LUMO energy, the calculation gives 0.899 eV. The HOMO energy is -0.3781 Eh. The value obtained for the total energy is -676.63243 Eh.

CARTESIAN COORDINATES (ANGSTROEM)
Cl  -1.9857  0.1135  -0.0759
F  -0.2511  1.8693  -0.0473
C  0.6709  -0.4204  -0.6728
C  -0.2967  0.4955  -0.1327
C  0.3396  -0.2828  0.8274
H  1.2048  0.2221  -1.3309
H  -0.6064  -1.1032  1.2399
H  -0.0101  -1.2738  -1.2981
H  0.9346  0.3800  1.4903

Cartesian forces, eV/Å:
Cl -2.13 0.04 -1.22
F 1.22 -0.34 -0.72
C -3.20 -2.42 -2.70
C -4.45 2.37 0.77
C -0.19 -2.54 2.89
H 2.03 -0.26 -0.01
H 4.13 2.27 -0.73
H 2.57 2.18 1.87
H 0.03 -1.32 -0.15

A cluster of 2 separate species, C3H4N4O4 in total in a non-equilibrium geometry. Source: OMol25; level of theory: wB97M-V/def2-TZVPD.

The relative energy (zero: lowest compared OMol25 entry of this formula, charge and spin) is 1.613 eV. Its total charge is 0. The HOMO-LUMO gap (alpha / beta) is 7.9 / 7.5 eV. For the LUMO energy (alpha / beta), the calculation gives -1.337 / -1.340 eV. The HOMO energy (alpha / beta) is -0.3395 / -0.3249 Eh. The value obtained for the total energy is -636.42800 Eh.

CARTESIAN COORDINATES (ANGSTROEM)
O  2.4354  1.2672  0.5692
O  -2.0049  0.0511  1.6407
O  -2.7916  -0.8615  -0.2501
O  2.7481  -0.8105  0.1957
N  -2.0811  -0.2188  0.5042
N  2.1296  0.1363  0.5283
N  -0.7406  2.4632  -1.1910
N  -0.1332  -0.6311  -1.4190
C  -0.0694  0.1731  -0.3209
C  0.6739  -0.1761  0.8994
C  -0.3538  1.5283  -0.6155
H  0.7136  -1.3075  1.0902
H  0.2776  0.5273  1.6664
H  0.1966  -1.5656  -1.2978
H  -1.0002  -0.5754  -1.9998

Cartesian forces, eV/Å:
O 1.37 2.78 -0.06
O -2.14 -0.19 2.33
O 0.04 0.74 1.83
O 2.00 -1.83 -0.92
N 3.51 -0.19 -3.87
N -3.01 -0.73 1.41
N 0.68 -0.90 1.18
N -0.49 0.10 -0.57
C -2.86 -1.26 -0.48
C 0.45 -1.10 0.01
C -0.97 1.94 -1.66
H -0.55 1.90 0.09
H 0.72 -0.95 -0.08
H 0.09 -0.51 0.10
H 1.15 0.19 0.69

A cluster of 3 separate species, C23H52N2O10P2 in total in a non-equilibrium geometry. Source: OMol25; level of theory: wB97M-V/def2-TZVPD.

Its total charge is 0. As for the SMILES: NCCCCC[C@@H]1C[C@@H](CCN)C(=O)O1.CCOP(=O)(OCC)OCC.CCOP(=O)(OCC)OCC. The HOMO-LUMO gap is 7.8 eV. For the LUMO energy, the calculation gives -1.526 eV. The HOMO energy is -0.3414 Eh. The value obtained for the total energy is -2452.02108 Eh.

CARTESIAN COORDINATES (ANGSTROEM)
P  4.5260  -6.5166  -0.2936
P  -2.5162  5.5485  3.1937
O  4.7648  -5.8209  1.1993
O  -0.9232  5.2513  2.8153
O  -2.8646  6.4860  1.8742
O  -3.0252  4.2213  2.6203
O  -0.3998  -2.6425  -1.2708
O  4.5353  -4.9390  -0.9535
O  1.2637  -1.4632  0.0516
O  -1.9927  6.9814  3.9679
O  6.1215  -6.6186  -0.7249
O  4.3896  -7.9400  0.2581
N  -0.6825  2.5413  -1.7766
N  -5.5351  0.2672  -0.2723
C  0.2887  7.7115  4.0702
C  -1.2383  -0.5981  -2.2879
C  6.1867  -6.5377  -3.1418
C  -1.6692  -1.9950  -1.5548
C  -0.3956  3.9297  2.8900
C  -4.5422  -0.9102  -3.3042
C  -0.2268  3.3710  1.4913
C  6.4681  -7.3475  -1.8905
C  -2.7233  -2.7502  -2.5074
C  4.0904  -6.3240  2.3483
C  3.8416  -3.8681  -0.3139
C  -4.2141  6.8473  1.6304
C  4.8534  -2.9350  0.3255
C  0.3399  2.0412  -2.7400
C  0.3638  -0.6067  -2.2295
C  -4.2286  -2.1524  -2.3289
C  0.5185  -1.5770  -0.9400
C  -0.8318  6.9892  4.7962
C  5.0637  -7.1093  3.2053
C  -5.8250  0.7759  -1.6674
C  -4.6472  7.9790  2.5426
C  -4.5088  0.5270  -2.5936
C  1.1727  0.7709  -2.2388
H  -4.5642  0.5228  -0.0131
H  -5.6285  -1.0601  -3.6734
H  -0.5408  5.9795  5.0929
H  0.1532  2.3472  1.5229
H  -1.6373  2.4388  -2.1383
H  -2.8077  -3.8721  -2.3190
H  0.5411  7.2219  3.1278
H  -3.8965  -0.9354  -4.2527
H  -1.5800  0.1600  -1.4953
H  -1.1682  3.3727  0.9401
H  -4.4565  -1.8665  -1.2489
H  4.5623  -7.5273  4.0817
H  -3.9372  8.8079  2.4937
H  5.9358  -8.3052  -1.9141
H  2.0412  0.6311  -2.9900
H  -1.7602  -0.4413  -3.2974
H  -3.6072  0.7043  -1.9142
H  6.5746  -7.0457  -4.0277
H  5.8782  -6.4623  3.5428
H  7.5378  -7.5624  -1.8284
H  3.2899  -3.3249  -1.0857
H  -1.0208  3.2818  3.5088
H  -6.6778  0.2145  -2.1722
H  -4.2757  7.1743  0.5895
H  1.0742  2.9111  -2.9444
H  -5.9764  1.9087  -1.6498
H  3.7162  -5.4650  2.9137
H  1.6884  1.0115  -1.2379
H  -6.1345  0.8002  0.3806
H  6.6417  -5.5469  -3.0713
H  -1.0815  7.5380  5.7086
H  -0.0170  8.7300  3.8143
H  -0.4897  3.4926  -1.4457
H  -4.4327  1.3071  -3.4379
H  -4.8692  5.9764  1.7464
H  -2.3869  -2.5548  -3.5898
H  -5.6391  8.3426  2.2650
H  -2.2834  -1.8628  -0.5840
H  5.4600  -3.4482  1.0741
H  -4.9267  -3.0076  -2.6640
H  5.1104  -6.3894  -3.2719
H  3.1117  -4.2355  0.4099
H  3.2214  -6.9260  2.0724
H  0.4731  3.9873  0.9193
H  0.5813  3.9915  3.3796
H  0.6435  -1.2883  -3.1077
H  5.5231  -7.9267  2.6472
H  -4.6807  7.6445  3.5839
H  5.5512  -2.5557  -0.4268
H  -0.1784  1.8541  -3.7547
H  4.3571  -2.0881  0.8046
H  1.1892  7.7585  4.6867

Cartesian forces, eV/Å:
P 7.04 1.31 5.26
P 5.04 1.09 -7.29
O -1.15 0.37 -0.66
O -0.33 0.13 1.38
O -0.60 0.01 0.93
O -1.93 0.87 3.89
O 0.44 1.09 1.65
O -1.88 -2.50 -0.70
O -3.07 -1.07 -3.77
O -2.16 -2.11 0.98
O -0.81 -0.04 -0.75
O -3.08 0.80 -3.10
N 0.27 -0.33 -0.31
N -0.30 0.89 -0.47
C -0.01 0.08 -0.43
C -0.36 0.42 2.37
C -0.10 0.05 -0.12
C -1.51 0.53 -1.30
C 0.21 -0.31 -0.35
C -0.67 -0.03 0.39
C -0.02 -0.02 -0.11
C 0.21 -0.11 -0.31
C 0.16 0.14 -0.06
C 0.15 -0.20 0.39
C -0.58 0.67 0.03
C -0.32 0.22 -0.13
C 0.42 -0.10 0.08
C 0.29 0.67 -0.68
C -0.77 -0.85 0.28
C 0.45 -0.29 -1.03
C 1.38 0.79 0.11
C 0.40 0.16 0.71
C 0.16 -0.08 0.08
C 1.76 0.33 -0.76
C -0.05 0.05 0.14
C -0.48 0.04 -0.24
C 0.42 0.05 -0.61
H -0.86 -0.11 -0.32
H 1.67 0.37 0.48
H 0.04 0.08 -0.13
H 0.00 0.05 -0.04
H 0.74 0.37 0.29
H 0.49 1.49 -0.13
H -0.07 -0.12 0.18
H -0.74 0.01 1.46
H 0.44 -0.53 -1.71
H -0.04 -0.08 0.20
H 0.26 -0.48 -1.41
H 0.01 0.05 -0.02
H -0.07 -0.08 -0.07
H 0.06 0.02 0.04
H -1.32 0.25 1.15
H 1.05 -0.23 1.56
H -1.04 -0.47 -1.02
H -0.04 0.00 0.03
H -0.13 0.01 0.02
H -0.08 0.03 0.16
H -0.02 -0.13 0.00
H -0.04 0.07 -0.18
H 0.86 0.90 1.00
H 0.14 -0.11 0.04
H -0.92 -1.53 0.29
H -0.24 -1.49 -0.18
H 0.06 0.09 -0.12
H -1.12 -0.52 -1.33
H 0.45 -0.58 -0.41
H 0.02 -0.12 0.02
H -0.10 -0.07 -0.04
H 0.01 -0.05 0.19
H -0.33 -0.68 -0.40
H -0.33 -0.99 1.35
H 0.04 0.01 -0.05
H -0.56 -0.64 1.47
H 0.03 -0.03 0.03
H 1.45 0.17 -1.20
H -0.21 -0.07 -0.04
H 1.03 1.32 0.77
H 0.05 -0.02 -0.06
H 0.14 0.06 0.00
H 0.19 -0.05 -0.02
H 0.05 -0.06 0.12
H -0.03 0.16 0.02
H 0.10 1.04 1.25
H -0.19 0.01 -0.07
H -0.06 0.04 -0.03
H -0.18 0.04 -0.02
H 0.96 -0.05 1.48
H -0.10 -0.07 -0.14
H -0.13 0.00 0.07